[1]
Entry from the OMol25 dataset: a molecular structure, C17H38BrCsGaMgN2O6S (ωB97M-V/def2-TZVPD).

Structure (ORCA input):
```
! RIJCOSX wB97M-V def2-TZVPD def2/J DEFGRID3
* xyz -1 1
C -1.501 1.555 -4.080
C -0.360 1.402 -2.873
S -1.239 0.582 -1.434
C -0.399 -1.067 -1.142
Ga 0.477 -1.005 0.776
N -0.823 -1.801 1.983
C 2.217 -2.144 0.610
C 2.929 -2.500 2.042
N 4.180 -1.934 2.273
C 0.794 0.951 1.369
Br 2.345 1.094 2.687
C -0.542 1.743 1.898
C -0.939 1.431 3.473
H -2.369 2.221 -3.638
H -1.967 0.463 -4.197
H -1.049 1.962 -5.080
H 0.052 2.429 -2.493
H 0.468 0.689 -3.299
H 0.460 -1.169 -1.962
H -1.167 -1.948 -1.199
H -1.568 -1.050 2.096
H -1.300 -2.551 1.403
H 2.922 -1.575 -0.158
H 1.892 -3.139 0.050
H 2.502 -3.207 2.871
H 4.456 -1.346 1.434
H 1.181 1.543 0.407
H -1.512 1.558 1.271
H -0.300 2.907 1.785
H -0.299 2.068 4.218
H -0.958 0.283 3.710
H -2.067 1.803 3.594
O -0.974 -3.752 -2.630
C -0.053 -4.543 -2.747
O 1.257 -4.241 -2.504
C 2.067 -5.364 -2.846
C 1.143 -6.552 -2.797
C -0.178 -5.960 -3.219
H 2.484 -5.203 -3.846
H 2.889 -5.458 -2.131
H 1.472 -7.381 -3.430
H 1.067 -6.922 -1.768
H -0.299 -5.966 -4.306
H -1.017 -6.464 -2.733
Mg -2.952 1.487 5.009
O -4.927 0.510 7.969
H -4.361 -0.216 8.272
H -5.311 0.863 8.786
C -6.550 0.891 -1.871
C -5.156 0.821 -1.225
C -4.625 -0.619 -1.317
O -5.285 1.126 0.054
H -7.274 0.226 -1.381
H -6.956 1.910 -1.840
H -6.497 0.594 -2.925
H -4.498 1.425 -1.867
H -5.277 -1.340 -0.807
H -3.622 -0.706 -0.880
H -4.552 -0.932 -2.365
Cs 3.402 3.243 3.411
O 6.269 6.228 2.218
C 6.880 6.587 1.081
C 7.636 7.982 1.303
O 8.228 8.354 0.159
H 6.240 6.734 0.192
H 7.644 5.898 0.682
H 8.291 7.826 2.178
H 6.880 8.669 1.722
*
```

Output
Highest occupied orbital energy in Eh: -0.1161
F_max in eV/A: 8.2
Frontier orbital gap in Eh: 0.037

[2]
Entry from the OMol25 dataset: a molecular structure, C17H38Cl2GaO4S (ωB97M-V/def2-TZVPD).

Structure (ORCA input):
```
! RIJCOSX wB97M-V def2-TZVPD def2/J DEFGRID3
* xyz -1 1
C 3.064 0.171 1.584
C 4.498 -0.382 1.678
C 5.372 -0.013 0.462
C 5.481 -1.103 -0.625
C 4.574 -0.860 -1.846
C 4.426 -2.092 -2.747
C 3.565 -3.269 -2.216
C 2.593 -3.005 -1.055
C 1.677 -4.215 -0.786
Ga 0.571 -3.953 0.884
Cl 0.325 -5.972 1.946
C -1.295 -3.262 0.472
C -1.477 -2.907 -1.010
C -2.868 -2.345 -1.338
C -3.164 -0.900 -0.917
S -1.971 0.355 -1.311
O -1.401 0.093 -2.604
O -2.560 1.635 -1.010
Cl -0.510 0.077 0.057
H 2.738 0.209 0.540
H 2.350 -0.461 2.115
H 3.005 1.187 1.991
H 4.974 0.000 2.589
H 4.458 -1.471 1.783
H 6.378 0.260 0.802
H 4.956 0.894 0.002
H 6.519 -1.141 -0.983
H 5.264 -2.088 -0.200
H 5.030 -0.061 -2.447
H 3.599 -0.480 -1.527
H 4.036 -1.771 -3.722
H 5.443 -2.458 -2.948
H 2.961 -3.650 -3.048
H 4.224 -4.095 -1.925
H 3.146 -2.776 -0.135
H 1.975 -2.124 -1.283
H 2.299 -5.112 -0.668
H 1.052 -4.378 -1.674
H 1.371 -2.997 1.904
H -1.546 -2.421 1.129
H -1.992 -4.078 0.716
H -1.349 -3.825 -1.597
H -0.693 -2.231 -1.375
H -3.124 -2.452 -2.399
H -3.579 -2.966 -0.778
H -4.014 -0.493 -1.481
H -3.397 -0.793 0.146
C -3.430 4.125 0.685
O -3.439 5.483 1.113
C -4.513 6.236 0.592
C -5.628 6.417 1.600
O -6.259 5.194 1.934
C -5.788 4.621 3.139
H -2.692 3.601 1.288
H -4.408 3.659 0.825
H -3.139 4.045 -0.363
H -4.909 5.767 -0.316
H -4.128 7.225 0.320
H -6.392 7.074 1.174
H -5.230 6.898 2.501
H -6.142 5.190 4.007
H -4.698 4.573 3.163
H -6.189 3.610 3.194
*
```

Output
ΔE to the lowest compared entry with this formula, charge and spin in kcal/mol: 0.0
Highest occupied orbital energy in Eh: -0.1864
F_max in eV/A: 0.5
Frontier orbital gap in Eh: 0.273

[3]
Entry from the OMol25 dataset: a molecular structure, C17H38N5O5SSiV (ωB97M-V/def2-TZVPD).

Structure (ORCA input):
```
! RIJCOSX wB97M-V def2-TZVPD def2/J DEFGRID3
* xyz 0 3
V 0.306 2.387 -0.169
N 2.365 2.310 -0.978
C 2.942 3.638 -0.900
C 1.861 4.680 -1.196
N 0.782 4.546 -0.181
H 2.815 1.679 -0.314
H 2.470 1.800 -1.864
H 3.771 3.750 -1.621
H 3.358 3.728 0.149
H 1.397 4.432 -2.151
H 2.311 5.729 -1.144
H -0.079 5.090 -0.352
H 1.099 4.766 0.794
C -1.094 1.254 -3.156
Si -1.897 1.123 -1.467
C -3.453 0.027 -1.621
C -0.799 -0.009 -0.472
C -1.866 2.737 -0.635
H -0.547 0.359 -3.366
H -0.422 2.124 -3.313
H -1.890 1.352 -3.890
H -3.189 -0.950 -2.014
H -4.204 0.472 -2.239
H -3.883 -0.144 -0.623
H -0.910 -1.013 -0.937
H -1.134 -0.067 0.589
H 0.307 0.226 -0.419
H -2.518 2.996 0.176
H -1.854 3.506 -1.414
C -3.990 -3.536 -0.042
C -2.868 -3.022 0.902
S -1.311 -3.714 0.280
O -1.375 -5.165 0.544
O -1.057 -3.200 -1.040
C -0.154 -2.945 1.416
C 1.279 -3.370 1.118
N 1.848 -2.710 -0.061
C 2.322 -1.428 0.008
N 2.601 -0.945 -1.186
C 2.354 -1.987 -2.064
C 1.860 -3.066 -1.384
N 1.438 -4.318 -1.880
O 1.519 -4.454 -3.076
O 1.037 -5.180 -1.104
C 2.613 -0.702 1.321
H -4.961 -3.126 0.219
H -4.007 -4.591 0.043
H -3.717 -3.299 -1.077
H -3.005 -3.375 1.952
H -2.736 -1.931 0.860
H -0.409 -3.308 2.393
H -0.210 -1.855 1.334
H 1.310 -4.420 0.983
H 1.954 -3.140 1.961
H 2.499 -1.764 -3.108
H 3.391 -1.152 1.933
H 1.723 -0.611 1.960
H 2.873 0.331 1.085
C -1.170 1.231 3.228
O -0.081 0.964 2.390
C 0.576 2.165 1.785
C 1.417 2.709 2.923
H -2.131 1.006 2.743
H -1.250 2.244 3.631
H -1.066 0.544 4.052
H 2.162 1.987 3.250
H 0.776 2.978 3.797
H 1.902 3.624 2.635
*
```

Output
Highest occupied orbital energy (alpha / beta) in Eh: -0.2400 / -0.2356
F_max in eV/A: 2.4
Frontier orbital gap (alpha / beta) in Eh: 0.236 / 0.231